No. 1
Formula: C39H52ClNO4P2S3SbSiTl
Source: the OMol25 dataset
Level of theory: ωB97M-V/def2-TZVPD

Element x y z (Å)
Tl 0.923 0.268 -1.559
S 0.831 -0.236 2.549
P 0.986 1.457 1.543
C 1.732 1.630 -0.021
P 3.441 1.313 -0.202
S 3.905 -0.207 -1.403
C 4.172 2.800 -0.994
C 5.547 3.023 -1.019
C 6.082 4.036 -1.799
C 5.249 4.827 -2.580
C 3.879 4.609 -2.563
C 3.342 3.604 -1.771
C 4.335 1.135 1.378
C 4.309 -0.128 1.966
C 4.895 -0.329 3.206
C 5.515 0.723 3.864
C 5.544 1.983 3.283
C 4.948 2.190 2.049
C 1.800 2.733 2.605
C 2.016 2.497 3.955
C 2.580 3.477 4.760
C 2.933 4.705 4.223
C 2.728 4.946 2.870
C 2.170 3.964 2.067
C -0.675 2.216 1.349
C -1.785 1.638 1.947
C -3.039 2.218 1.815
C -3.190 3.387 1.085
C -2.083 3.970 0.483
C -0.835 3.385 0.610
H 6.204 2.386 -0.441
H 7.153 4.202 -1.807
H 5.669 5.607 -3.204
H 3.220 5.218 -3.167
H 2.268 3.448 -1.737
H 3.829 -0.950 1.449
H 4.855 -1.311 3.659
H 5.969 0.565 4.835
H 6.010 2.813 3.802
H 4.953 3.179 1.611
H 1.739 1.530 4.359
H 2.750 3.274 5.811
H 3.375 5.469 4.852
H 3.010 5.899 2.437
H 2.042 4.140 1.006
H -1.652 0.725 2.510
H -3.901 1.745 2.273
H -4.171 3.828 0.957
H -2.198 4.855 -0.129
H 0.007 3.799 0.071
C -0.454 -3.157 -3.644
Si -0.727 -1.363 -4.137
C -2.366 -0.809 -3.425
C -0.850 -1.320 -6.024
C 0.723 -0.293 -3.650
H -1.375 -3.731 -3.783
H -0.166 -3.226 -2.596
H 0.329 -3.631 -4.239
H -3.171 -1.472 -3.751
H -2.604 0.210 -3.723
H -2.328 -0.827 -2.333
H -1.676 -1.933 -6.392
H 0.073 -1.694 -6.471
H -1.004 -0.298 -6.373
H 0.669 0.664 -4.169
H 1.675 -0.779 -3.872
S 2.401 -3.862 0.151
C 1.380 -2.677 -0.307
N 0.613 -1.856 -0.645
O -0.371 3.871 -2.403
Cl -1.372 2.875 -2.696
O -1.147 2.341 -4.018
O -2.686 3.453 -2.618
O -1.276 1.797 -1.709
C -5.321 -2.206 -1.280
C -4.283 -3.324 -1.262
C -4.936 -4.690 -1.097
Sb -2.663 -2.775 0.125
C -3.917 -2.310 1.870
C -3.036 -1.943 3.066
C -4.953 -3.349 2.282
C -2.098 -4.811 0.647
C -1.148 -4.838 1.840
C -1.432 -5.460 -0.565
H -5.988 -2.301 -2.144
H -4.858 -1.219 -1.334
H -5.944 -2.230 -0.382
H -3.766 -3.309 -2.227
H -5.435 -4.789 -0.133
H -4.216 -5.503 -1.177
H -5.696 -4.845 -1.873
H -4.435 -1.405 1.536
H -2.719 -2.840 3.599
H -3.589 -1.323 3.780
H -2.130 -1.405 2.785
H -4.486 -4.319 2.469
H -5.727 -3.488 1.529
H -5.450 -3.046 3.212
H -3.017 -5.348 0.902
H -0.230 -4.290 1.627
H -0.859 -5.869 2.075
H -1.595 -4.406 2.735
H -0.451 -5.017 -0.739
H -2.012 -5.346 -1.484
H -1.280 -6.532 -0.396

Results
LUMO level: 4.22 eV
E_HOMO: -2.59 eV
DFT total energy: -4912.60688 Eh
Kohn-Sham gap: 6.81 eV
Total charge: -2

Results of the Mulliken charge analysis, in e, for atoms 1 through 8: 1.6218, -0.4974, 1.9174, -1.7883, 2.0196, -0.4971, 0.3619, -0.3046

No. 2
Formula: C36H54CdGeN6O3P2Si
Source: the OMol25 dataset
Level of theory: ωB97M-V/def2-TZVPD

Element x y z (Å)
Cd 0.542 1.220 -0.239
C 1.430 3.691 -3.781
C 2.164 3.925 -2.488
C 3.223 4.825 -2.435
C 3.827 5.059 -1.201
C 3.349 4.421 -0.081
C 2.251 3.530 -0.198
N 1.713 3.283 -1.414
N 1.684 2.887 0.845
Si 1.302 3.657 2.312
C 0.938 5.512 2.049
C 2.623 3.618 3.692
C -0.240 2.833 3.002
H 0.843 4.578 -4.032
H 0.753 2.847 -3.667
H 2.124 3.496 -4.600
H 3.560 5.319 -3.337
H 4.669 5.739 -1.126
H 3.797 4.561 0.895
H 1.840 6.055 1.756
H 0.533 5.981 2.949
H 0.207 5.627 1.244
H 3.499 4.224 3.445
H 2.961 2.594 3.875
H 2.203 4.003 4.626
H -1.009 2.764 2.227
H -0.655 3.375 3.856
H -0.005 1.818 3.330
C -2.154 2.385 -3.199
N -2.804 1.200 -2.686
C -3.464 0.502 -3.750
P -1.827 0.315 -1.400
O -1.796 1.523 -0.470
O -0.720 0.022 -2.670
P 0.637 -0.871 -2.156
O 1.871 -0.141 -1.656
N 1.139 -0.881 -3.913
C 0.368 -1.604 -4.885
C 1.517 0.407 -4.447
N 0.845 -2.631 -2.229
C -0.326 -3.465 -2.156
C 1.926 -3.118 -1.403
N -3.225 -0.716 -1.146
C -3.811 -0.608 0.164
C -3.216 -2.071 -1.629
H -2.903 3.132 -3.514
H -1.513 2.176 -4.076
H -1.540 2.834 -2.419
H -4.182 1.176 -4.244
H -4.022 -0.345 -3.351
H -2.773 0.134 -4.534
H 0.186 -2.622 -4.545
H 0.932 -1.664 -5.829
H -0.603 -1.124 -5.113
H 2.000 0.988 -3.663
H 0.655 0.979 -4.841
H 2.228 0.278 -5.279
H -1.055 -3.153 -2.905
H -0.823 -3.441 -1.181
H -0.037 -4.503 -2.369
H 2.794 -2.471 -1.530
H 2.188 -4.137 -1.722
H 1.681 -3.155 -0.338
H -3.699 0.418 0.516
H -3.354 -1.304 0.887
H -4.883 -0.851 0.112
H -2.669 -2.124 -2.570
H -4.250 -2.403 -1.807
H -2.763 -2.782 -0.919
C -0.471 -0.752 -0.527
Ge -0.375 -1.538 1.232
C -0.998 -0.621 2.941
C -0.152 -0.608 4.054
C -0.542 -0.054 5.267
C -1.806 0.500 5.406
C -2.657 0.514 4.312
C -2.253 -0.030 3.100
C -1.286 -3.347 1.574
C -2.524 -3.422 2.216
C -3.244 -4.608 2.293
C -2.731 -5.773 1.741
C -1.484 -5.737 1.131
C -0.782 -4.542 1.051
C 1.520 -1.909 1.822
C 2.490 -0.914 1.686
C 3.791 -1.105 2.129
C 4.158 -2.302 2.726
C 3.207 -3.301 2.883
C 1.906 -3.097 2.443
H 0.837 -1.037 3.979
H 0.152 -0.049 6.101
H -2.122 0.916 6.356
H -3.644 0.954 4.405
H -2.927 0.028 2.256
H -2.936 -2.535 2.685
H -4.212 -4.625 2.781
H -3.292 -6.699 1.788
H -1.060 -6.641 0.709
H 0.186 -4.543 0.564
H 2.229 0.031 1.229
H 4.519 -0.311 2.002
H 5.172 -2.455 3.077
H 3.480 -4.242 3.348
H 1.169 -3.877 2.597

Results
LUMO level: 4.48 eV
E_HOMO: -1.31 eV
DFT total energy: -5175.41503 Eh
Kohn-Sham gap: 5.80 eV
Total charge: -2

Results of the natural (NBO) charge analysis, in e, for atoms 1 through 8: 1.6607, -0.6519, 0.2670, -0.3525, -0.1593, -0.3393, 0.4128, -0.5435

No. 3
Formula: C19H32FN3
Source: the OMol25 dataset
Level of theory: ωB97M-V/def2-TZVPD

Element x y z (Å)
C 3.096 0.441 3.274
N 1.806 -0.073 3.681
C 1.957 -1.135 4.652
C 0.893 -0.435 2.599
C 0.425 0.794 1.809
N -0.715 0.412 0.997
C -1.070 1.352 -0.056
C -0.107 1.332 -1.264
C -0.607 0.516 -2.468
C -0.541 -0.994 -2.173
C 0.318 0.801 -3.658
N -1.975 0.853 -2.844
C -2.852 1.524 -1.897
C -4.285 1.086 -2.239
C -2.785 3.059 -1.997
C -2.515 1.054 -0.481
C 1.421 -1.517 1.674
C 0.988 -2.831 1.834
C 1.464 -3.848 1.025
C 2.388 -3.579 0.031
C 2.815 -2.273 -0.120
F 3.713 -1.982 -1.089
C 2.354 -1.245 0.680
H 2.962 1.267 2.579
H 3.602 0.825 4.159
H 3.743 -0.320 2.813
H 0.975 -1.445 5.005
H 2.523 -0.752 5.500
H 2.484 -2.017 4.254
H -0.003 -0.828 3.094
H 0.104 1.567 2.514
H 1.250 1.211 1.212
H -0.543 -0.499 0.583
H -1.033 2.348 0.401
H 0.077 2.356 -1.597
H 0.856 0.924 -0.951
H -1.213 -1.270 -1.367
H 0.471 -1.290 -1.905
H -0.842 -1.545 -3.060
H 0.307 1.860 -3.910
H 1.341 0.515 -3.424
H -0.007 0.233 -4.527
H -2.007 1.323 -3.739
H -4.545 1.407 -3.245
H -4.359 0.003 -2.197
H -4.996 1.517 -1.540
H -1.790 3.433 -1.778
H -3.483 3.511 -1.297
H -3.057 3.377 -3.003
H -3.199 1.515 0.231
H -2.676 -0.023 -0.431
H 0.261 -3.057 2.600
H 1.111 -4.858 1.166
H 2.771 -4.351 -0.616
H 2.728 -0.249 0.506

Results
SMILES string: CN(C)[C@@H](CNC1CC(C)(C)NC(C)(C)C1)c1cccc(F)c1
LUMO level: 0.79 eV
E_HOMO: -8.36 eV
DFT total energy: -1007.31048 Eh
Kohn-Sham gap: 9.15 eV
ΔE to the lowest compared entry with this formula, charge and spin: 10.6 kJ/mol

Results of the natural (NBO) charge analysis, in e, for atoms 1 through 8: -0.4186, -0.4307, -0.4098, -0.0691, -0.2058, -0.6356, -0.0486, -0.4374